Molecular formula: C48H52N9O2V
Method: DFT, the ωB97M-V functional and the def2-TZVPD basis

LUMO (spin up / spin down) (Ha): -0.2293 / -0.3864
Kohn-Sham gap (spin up / spin down) (eV): 6.58 / 2.30
Charge: +2
⟨S²⟩: 2.057
Molecular weight (g mol⁻¹): 837.9
Spin multiplicity: 3
Maximum force (eV Å⁻¹): 6.86
Calculated total energy (eV): -93791.640

Atoms and positions in Å:
O: 4.067 -24.627 18.353
V: 2.753 -23.898 18.838
C: 3.460 -21.526 15.207
C: 3.696 -21.135 16.666
C: 3.206 -19.660 16.818
O: 3.142 -22.118 17.549
H: 3.582 -20.676 14.536
H: 2.406 -21.789 15.122
H: 4.097 -22.352 14.889
H: 4.760 -20.992 16.854
H: 2.128 -19.685 16.662
H: 3.714 -19.086 16.043
H: 3.486 -19.192 17.762
N: 0.747 -22.712 19.578
C: 0.089 -21.777 18.766
C: -0.921 -20.887 19.223
C: -1.230 -20.857 20.598
C: -0.598 -21.728 21.420
C: 0.299 -22.701 20.859
H: 0.257 -21.868 17.703
H: -1.405 -20.322 18.440
H: -2.016 -20.266 21.044
H: -0.864 -21.729 22.466
H: 0.761 -23.382 21.559
N: 1.474 -24.890 17.232
C: 1.651 -24.590 15.924
C: 0.777 -24.990 14.918
C: -0.401 -25.588 15.254
C: -0.670 -25.933 16.601
C: 0.329 -25.572 17.533
H: 2.604 -24.178 15.624
H: 1.056 -24.888 13.880
H: -1.092 -25.913 14.491
H: -1.611 -26.391 16.867
H: 0.117 -25.746 18.578
N: 3.160 -16.483 10.968
C: 2.864 -16.763 12.238
C: 3.610 -17.648 13.021
C: 4.737 -18.198 12.460
C: 5.151 -17.771 11.173
C: 4.336 -16.973 10.441
H: 1.883 -16.401 12.508
H: 3.362 -18.007 14.009
H: 5.371 -18.847 13.046
H: 6.057 -18.150 10.722
H: 4.680 -16.681 9.460
N: 2.074 -21.152 10.970
C: 3.391 -21.159 11.231
C: 4.325 -21.422 10.214
C: 3.904 -21.711 8.916
C: 2.520 -21.802 8.675
C: 1.664 -21.460 9.713
H: 3.715 -21.160 12.262
H: 5.371 -21.405 10.483
H: 4.651 -21.868 8.152
H: 2.044 -22.005 7.727
H: 0.598 -21.416 9.549
N: 8.097 -21.949 15.102
C: 8.852 -21.996 13.965
C: 8.833 -21.031 12.951
C: 8.078 -19.881 13.209
C: 7.428 -19.683 14.404
C: 7.426 -20.757 15.321
H: 9.529 -22.831 13.859
H: 9.459 -21.058 12.071
H: 8.014 -19.174 12.395
H: 6.827 -18.788 14.460
H: 6.838 -20.577 16.209
N: 8.853 -19.207 18.296
C: 8.309 -20.440 18.549
C: 7.024 -20.583 19.074
C: 6.232 -19.449 19.246
C: 6.770 -18.193 19.058
C: 8.074 -18.112 18.587
H: 8.986 -21.232 18.264
H: 6.726 -21.593 19.315
H: 5.181 -19.504 19.486
H: 6.151 -17.318 19.184
H: 8.447 -17.110 18.436
N: 5.765 -12.757 15.933
C: 4.818 -13.049 16.831
C: 4.350 -14.304 17.160
C: 4.819 -15.373 16.411
C: 5.724 -15.122 15.376
C: 6.163 -13.808 15.112
H: 4.403 -12.238 17.412
H: 3.590 -14.471 17.909
H: 4.428 -16.361 16.605
H: 6.038 -15.972 14.789
H: 6.974 -13.615 14.425
N: -1.024 -19.139 15.561
C: -1.300 -17.915 15.051
C: -0.859 -17.565 13.780
C: -0.046 -18.443 13.029
C: 0.246 -19.673 13.624
C: -0.207 -19.940 14.891
H: -1.927 -17.252 15.631
H: -1.123 -16.626 13.317
H: 0.442 -18.237 12.087
H: 0.903 -20.378 13.136
H: 0.047 -20.867 15.383
N: 4.943 -25.678 15.749
C: 5.101 -26.785 16.512
C: 6.263 -27.524 16.455
C: 7.325 -27.093 15.619
C: 7.208 -25.915 14.854
C: 6.003 -25.224 14.984
H: 4.201 -26.960 17.083
H: 6.376 -28.443 17.011
H: 8.243 -27.655 15.534
H: 7.983 -25.476 14.243
H: 5.769 -24.335 14.417

Cartesian forces (eV/Å) of the 2 atoms listed first:
-2.25 0.67 2.10
1.88 2.15 -6.23

---

Molecular formula: C48H44N7ORuSeTe
Method: DFT, the ωB97M-V functional and the def2-TZVPD basis

LUMO (spin up / spin down) (Ha): -0.2318 / -0.2302
Kohn-Sham gap (spin up / spin down) (eV): 5.91 / 6.05
Charge: +2
⟨S²⟩: 0.765
Molecular weight (g mol⁻¹): 1042.6
Spin multiplicity: 2
Maximum force (eV Å⁻¹): 1.15
Calculated total energy (eV): -138169.728

Atoms and positions in Å:
Ru: 0.568 -0.812 -1.439
C: -0.348 -6.101 0.673
C: -1.305 -4.749 2.038
C: -1.591 -3.434 1.372
C: -1.503 -3.185 0.062
C: -0.817 -4.042 -0.969
C: 0.096 -5.107 -0.418
N: -1.843 -1.984 -0.540
C: -2.665 -0.987 0.020
C: -3.976 -1.239 0.392
C: -4.740 -0.218 0.937
C: -4.191 1.047 1.105
C: -2.884 1.306 0.719
C: -2.121 0.285 0.175
N: -0.784 0.525 -0.350
N: -0.350 1.690 -0.126
C: 0.845 1.949 -0.859
C: 1.439 3.188 -0.740
C: 2.550 3.456 -1.528
C: 2.989 2.487 -2.419
C: 2.329 1.271 -2.480
N: 1.274 0.996 -1.702
H: 0.040 -7.101 0.477
H: -1.652 -4.704 3.069
H: -2.044 -2.676 2.000
H: -1.576 -4.521 -1.600
H: 0.567 -5.605 -1.251
H: -4.385 -2.232 0.256
H: -5.766 -0.404 1.221
H: -4.789 1.843 1.526
H: -2.462 2.294 0.823
H: 1.026 3.908 -0.051
H: 3.053 4.409 -1.455
H: 3.835 2.662 -3.066
H: 2.628 0.485 -3.162
Se: 2.382 0.291 1.668
N: 2.087 -0.834 0.304
C: 3.236 -0.933 -0.355
C: 3.452 -1.794 -1.487
C: 4.668 -1.794 -2.080
C: 5.749 -0.959 -1.612
C: 5.599 -0.148 -0.543
C: 4.326 -0.127 0.129
N: 4.061 0.589 1.210
H: 2.644 -2.428 -1.850
H: 4.848 -2.443 -2.927
H: 6.700 -1.009 -2.124
H: 6.400 0.471 -0.169
C: 6.895 -7.430 1.248
C: 5.678 -6.574 1.058
C: 4.916 -6.651 -0.100
C: 3.778 -5.878 -0.301
C: 3.190 -5.906 -1.686
C: 3.363 -5.051 0.753
Te: 1.507 -4.043 0.844
N: -0.002 -3.207 -1.868
C: -0.719 -2.276 -2.428
O: -2.021 -2.097 -1.962
C: -0.254 -1.441 -3.537
C: 0.880 -1.819 -4.283
C: 1.343 -0.985 -5.279
C: 0.688 0.222 -5.538
C: -0.426 0.601 -4.807
C: -0.910 -0.229 -3.801
C: 0.145 -5.364 1.941
C: -1.790 -6.018 1.227
C: -2.981 -5.909 0.285
C: -2.034 -7.232 2.104
C: -1.296 -7.735 3.098
C: -1.723 -8.993 3.806
C: -0.063 -7.133 3.628
C: 0.604 -6.073 3.167
C: 1.775 -5.513 3.920
C: 4.183 -4.841 1.871
C: 3.970 -3.768 2.910
C: 5.322 -5.623 2.004
H: 6.868 -8.309 0.608
H: 6.983 -7.759 2.282
H: 7.799 -6.869 1.005
H: 5.237 -7.310 -0.898
H: 4.009 -5.929 -2.404
H: 2.603 -5.019 -1.919
H: 2.585 -6.796 -1.870
H: 1.353 -2.769 -4.073
H: 2.201 -1.272 -5.870
H: 1.046 0.861 -6.333
H: -0.931 1.531 -5.025
H: -1.799 0.031 -3.239
H: -3.070 -4.957 -0.232
H: -3.903 -6.053 0.846
H: -2.931 -6.704 -0.461
H: -2.932 -7.780 1.846
H: -2.702 -9.327 3.473
H: -1.758 -8.834 4.884
H: -1.007 -9.797 3.625
H: 0.314 -7.590 4.536
H: 1.808 -5.912 4.931
H: 1.713 -4.423 3.998
H: 2.718 -5.761 3.428
H: 3.031 -3.217 2.821
H: 4.774 -3.034 2.822
H: 4.007 -4.177 3.918
H: 5.952 -5.476 2.874

Cartesian forces (eV/Å) of the 2 atoms listed first:
0.09 -0.49 -0.16
0.05 -0.11 0.05

---

Molecular formula: C28H30GdN4OS5
Method: DFT, the ωB97M-V functional and the def2-TZVPD basis

LUMO (spin up / spin down) (Ha): -0.0881 / -0.1501
Kohn-Sham gap (spin up / spin down) (eV): 7.57 / 5.85
Charge: +1
⟨S²⟩: 16.056
Molecular weight (g mol⁻¹): 756.2
Spin multiplicity: 8
Maximum force (eV Å⁻¹): 1.56
Calculated total energy (eV): -112539.271

Atoms and positions in Å:
Gd: 0.976 0.740 -0.292
C: 3.547 3.553 -1.481
C: 4.097 2.185 -1.420
N: 3.421 1.131 -1.047
C: 4.189 -0.011 -1.065
C: 5.477 0.187 -1.475
S: 5.747 1.839 -1.834
C: 3.584 -1.267 -0.660
C: 4.078 -2.527 -0.850
S: 3.001 -3.698 -0.206
C: 1.942 -2.427 0.296
N: 2.373 -1.236 -0.009
C: 0.638 -2.681 0.944
H: 2.501 3.530 -1.817
H: 4.131 4.190 -2.146
H: 3.547 3.999 -0.482
H: 6.258 -0.541 -1.582
H: 4.988 -2.818 -1.340
H: 0.737 -3.375 1.781
H: -0.032 -3.141 0.213
H: 0.198 -1.738 1.302
C: -0.265 6.221 2.601
C: 0.308 4.923 2.157
C: 1.369 4.309 2.771
C: 1.951 3.177 2.156
N: 1.483 2.636 1.058
C: 0.167 3.056 0.616
S: 0.095 3.016 -1.230
N: -0.231 4.343 1.072
C: 3.135 2.517 2.791
H: 0.177 6.518 3.548
H: -1.348 6.139 2.708
H: -0.049 6.996 1.865
H: 1.804 4.711 3.670
H: -0.987 4.780 0.562
H: 2.752 1.840 3.561
H: 3.785 3.245 3.274
H: 3.693 1.929 2.059
O: -0.384 -0.775 -1.434
S: -1.737 -0.947 -2.102
C: -2.490 -2.439 -1.320
C: -1.665 -3.669 -1.529
C: -1.610 -4.644 -0.535
C: -0.856 -5.792 -0.712
C: -0.143 -5.980 -1.884
C: -0.201 -5.019 -2.880
C: -0.953 -3.871 -2.704
C: -2.775 0.393 -1.322
C: -3.840 -0.052 -0.384
C: -5.179 0.002 -0.756
C: -6.163 -0.435 0.112
C: -5.822 -0.959 1.347
C: -4.493 -0.999 1.735
C: -3.508 -0.542 0.878
H: -3.461 -2.522 -1.815
H: -2.666 -2.252 -0.261
H: -2.180 -4.507 0.376
H: -0.835 -6.542 0.066
H: 0.446 -6.875 -2.023
H: 0.337 -5.167 -3.804
H: -0.998 -3.116 -3.477
H: -3.188 0.946 -2.167
H: -2.026 1.016 -0.803
H: -5.450 0.417 -1.716
H: -7.199 -0.369 -0.183
H: -6.590 -1.314 2.017
H: -4.222 -1.389 2.706
H: -2.471 -0.516 1.203
S: -0.919 1.671 1.301

Cartesian forces (eV/Å) of the 2 atoms listed first:
-0.47 0.05 -0.26
-0.23 0.44 -0.13